58
Properties=species:S:1:pos:R:3 method="wB97M-V/def2-TZVPD" lumo_ha=0.0834 charge=-1 homo_energy_ev=-6.551 de_lowest_kcal_mol=16.4 homo_lumo_gap_ha=0.3242 multiplicity=1
N -19.749 1.867 -17.153
O -19.400 3.062 -17.088
O -20.392 1.333 -16.257
O -19.470 1.235 -18.216
C -18.524 -1.796 -18.349
O -17.885 -3.074 -18.253
H -19.333 -1.913 -19.061
H -18.879 -1.451 -17.373
H -17.803 -1.020 -18.623
H -17.369 -3.058 -17.443
C -22.668 -1.684 -17.778
O -22.264 -2.129 -16.707
N -23.954 -1.845 -18.194
N -21.878 -1.027 -18.654
H -24.260 -1.320 -18.992
H -24.620 -2.353 -17.648
H -20.929 -0.799 -18.409
H -22.273 -0.752 -19.533
C -22.548 -0.235 -13.083
O -22.112 0.741 -12.497
N -23.409 -1.135 -12.475
N -22.283 -0.563 -14.365
H -23.832 -1.837 -13.053
H -23.636 -1.143 -11.501
H -21.676 0.069 -14.863
H -22.711 -1.342 -14.835
C -21.341 5.246 -14.905
O -22.014 6.108 -14.335
N -21.754 3.965 -14.971
N -20.165 5.507 -15.537
H -22.591 3.789 -14.446
H -21.376 3.260 -15.580
H -19.694 4.714 -15.953
H -19.816 6.444 -15.514
C -21.087 3.907 -20.697
O -21.325 4.582 -21.697
N -20.310 4.359 -19.679
N -21.467 2.619 -20.521
H -20.078 3.716 -18.939
H -19.979 5.303 -19.689
H -22.097 2.274 -21.221
H -20.970 2.037 -19.865
C -15.966 1.752 -15.854
O -16.519 2.326 -14.920
N -15.025 0.804 -15.593
N -16.230 1.968 -17.162
H -14.913 0.488 -14.650
H -14.658 0.274 -16.365
H -16.103 1.232 -17.845
H -17.026 2.580 -17.285
C -16.360 0.803 -20.640
O -15.747 0.355 -19.678
N -17.610 1.334 -20.593
N -15.806 0.830 -21.898
H -18.024 1.541 -19.692
H -17.767 1.974 -21.353
H -16.415 0.748 -22.692
H -14.885 0.426 -21.906

=====

65
Properties=species:S:1:pos:R:3 method="wB97M-V/def2-TZVPD" lumo_ha="-0.1201 / -0.1136" homo_energy_ev="-9.721 / -9.721" homo_lumo_gap_ha="0.2372 / 0.2436" multiplicity=4
V 2.411 -1.727 -2.714
N 0.550 -0.013 -0.440
O 1.345 -0.699 -1.068
O 0.038 -0.244 0.635
O 0.289 1.009 -1.013
N 4.142 1.194 -1.935
O 3.660 0.328 -2.638
O 4.926 0.865 -1.025
O 3.895 2.342 -2.135
C -2.633 -2.509 1.731
O -3.297 -3.503 1.626
N -2.691 -1.567 0.823
N -1.714 -2.273 2.631
H -3.360 -1.697 0.078
H -1.994 -0.836 0.792
H -1.395 -3.032 3.216
H -1.055 -1.557 2.360
C -3.110 0.725 -1.919
O -4.319 0.691 -2.138
N -2.655 1.486 -0.940
N -2.155 0.190 -2.644
H -3.299 2.229 -0.710
H -1.672 1.697 -0.843
H -2.365 -0.295 -3.505
H -1.205 0.417 -2.388
C 1.561 -3.905 1.157
O 1.924 -4.337 0.109
N 1.573 -2.663 1.662
N 1.128 -4.800 1.978
H 1.613 -1.902 0.999
H 1.050 -2.522 2.514
H 0.765 -4.718 2.917
H 1.091 -5.774 1.715
C 2.061 3.918 1.489
O 2.565 4.701 2.219
N 2.554 3.335 0.481
N 0.835 3.512 1.562
H 3.542 3.296 0.275
H 2.045 2.613 -0.008
H 0.454 3.004 0.777
H 0.257 3.788 2.343
C -0.889 4.179 -2.990
O -1.373 5.079 -3.643
N -0.071 3.258 -3.407
N -0.879 4.182 -1.683
H 0.104 3.111 -4.390
H 0.572 2.778 -2.794
H -1.410 4.951 -1.298
H -0.281 3.567 -1.150
C -0.434 -3.541 -2.448
O 0.714 -3.105 -2.545
N -1.319 -2.800 -1.744
N -0.878 -4.572 -3.017
H -2.245 -3.117 -1.991
H -1.161 -1.856 -1.421
H -0.160 -5.225 -3.297
H -1.804 -4.975 -2.978
C 0.120 1.053 4.419
O -1.028 1.382 4.778
N 0.340 -0.189 4.012
N 1.183 1.837 4.215
H 1.086 -0.298 3.340
H -0.467 -0.793 3.950
H 1.830 1.546 3.496
H 1.097 2.781 4.565

=====

44
Properties=species:S:1:pos:R:3 method="wB97M-V/def2-TZVPD" lumo_ha="-0.0877 / -0.3430" charge=+1 homo_energy_ev="-12.456 / -12.422" de_lowest_kcal_mol=8.1 homo_lumo_gap_ha="0.3701 / 0.1135" multiplicity=2
C -4.140 -1.425 -2.309
O -3.710 -0.630 -1.242
H -3.181 -1.727 -2.730
H -4.918 -2.140 -2.043
H -4.518 -0.702 -3.032
H -4.531 -0.426 -0.789
C 1.714 -3.713 0.017
O 2.657 -2.915 -0.681
H 0.852 -3.077 0.219
H 1.330 -4.491 -0.643
H 2.013 -4.106 0.989
H 2.862 -2.322 0.045
C 1.076 -2.062 3.491
O 1.029 -0.729 3.113
H 0.189 -2.462 3.983
H 1.191 -2.669 2.593
H 1.852 -2.406 4.175
H 0.154 -0.343 3.035
C 2.336 3.749 1.744
O 2.936 2.909 0.795
H 1.264 3.578 1.839
H 2.844 3.515 2.680
H 2.492 4.803 1.513
H 2.348 2.165 0.949
C -3.970 2.604 -4.275
O -3.566 1.954 -3.094
H -4.056 1.923 -5.122
H -5.017 2.884 -4.162
H -3.297 3.430 -4.505
H -2.671 1.608 -3.108
C 3.994 0.165 1.413
O 3.164 -0.968 1.260
H 3.633 0.870 2.161
H 4.984 -0.270 1.555
H 4.010 0.581 0.405
H 2.371 -0.858 1.790
C -0.347 0.792 -0.056
O 0.460 1.354 0.659
N -1.518 1.172 -0.328
N -0.141 -0.425 -0.488
H -2.148 0.516 -0.768
H -1.815 2.044 0.085
H -0.885 -0.856 -1.018
H 0.674 -0.890 -0.115

=====

42
Properties=species:S:1:pos:R:3 method="wB97M-V/def2-TZVPD" smiles=CO.CO.CO.CO.CO.CO.CO lumo_ha=0.0182 homo_energy_ev=-9.739 de_lowest_kcal_mol=90.8 homo_lumo_gap_ha=0.3761 multiplicity=1
C -4.560 0.037 0.978
O -3.599 -1.014 1.184
H -5.418 0.016 1.650
H -4.017 0.980 1.037
H -4.901 -0.001 -0.057
H -3.704 -1.650 0.473
C 1.315 -4.232 -0.025
O 0.102 -4.677 -0.602
H 1.181 -3.359 0.614
H 1.718 -5.041 0.583
H 1.951 -3.912 -0.850
H -0.556 -5.012 0.011
C -1.062 -0.677 -1.067
O 0.219 -0.133 -0.795
H -1.206 -1.579 -0.472
H -1.853 0.010 -0.766
H -1.226 -1.010 -2.092
H 0.602 -0.537 -0.012
C -1.361 3.228 0.032
O -2.199 4.173 -0.629
H -0.596 2.801 -0.617
H -0.771 3.688 0.825
H -1.960 2.476 0.547
H -2.833 3.722 -1.191
C 1.352 1.024 -3.533
O 1.538 -0.400 -3.226
H 2.124 1.360 -4.226
H 0.396 1.295 -3.982
H 1.410 1.628 -2.628
H 0.968 -0.638 -2.492
C 2.664 2.046 0.475
O 3.311 0.974 1.056
H 3.020 2.197 -0.545
H 1.576 2.008 0.421
H 2.922 2.933 1.054
H 4.249 1.178 1.039
C 1.439 -0.742 3.323
O 1.557 -0.797 1.909
H 0.712 -1.517 3.569
H 2.366 -0.839 3.887
H 0.937 0.183 3.606
H 2.196 -0.189 1.532

=====

42
Properties=species:S:1:pos:R:3 method="wB97M-V/def2-TZVPD" smiles=CO.CO.CO.CO.CO.CO.CO lumo_ha=0.0137 homo_energy_ev=-10.184 de_lowest_kcal_mol=126.1 homo_lumo_gap_ha=0.3880 multiplicity=1
C 2.127 3.047 5.442
O 2.230 4.110 6.407
H 1.132 2.739 5.122
H 2.685 3.306 4.542
H 2.590 2.184 5.922
H 2.629 3.773 7.213
C 8.117 0.114 -0.835
O 8.462 1.407 -0.374
H 9.041 -0.394 -1.111
H 7.861 -0.542 -0.003
H 7.530 0.129 -1.753
H 9.401 1.300 -0.203
C -5.288 6.634 -2.246
O -5.132 5.461 -2.848
H -4.952 6.576 -1.211
H -4.792 7.523 -2.634
H -6.250 7.144 -2.203
H -5.623 5.482 -3.673
C 3.769 -4.100 2.217
O 2.825 -4.214 3.182
H 3.638 -3.215 1.594
H 4.722 -4.099 2.747
H 3.746 -4.921 1.500
H 1.971 -4.280 2.749
C -3.416 -3.903 2.458
O -2.554 -4.877 1.946
H -2.862 -3.177 3.053
H -3.910 -3.296 1.699
H -4.313 -4.284 2.948
H -2.949 -5.348 1.208
C 0.025 -0.319 -0.934
O -0.557 0.767 -0.265
H -0.659 -0.541 -1.753
H 0.999 -0.227 -1.414
H -0.001 -1.218 -0.317
H -1.022 1.246 -0.954
C -5.054 -1.839 -5.900
O -6.121 -1.381 -6.779
H -4.694 -1.015 -5.285
H -5.465 -2.610 -5.248
H -4.237 -2.208 -6.521
H -5.650 -0.933 -7.486

=====

43
Properties=species:S:1:pos:R:3 method="wB97M-V/def2-TZVPD" smiles="C=C(C)CCCCO.O.O.O.O.O.O.O" lumo_ha=0.0069 homo_energy_ev=-9.101 de_lowest_kcal_mol=128.0 homo_lumo_gap_ha=0.3413 multiplicity=1
C 0.354 -1.651 2.571
C 0.678 -0.463 2.017
C 1.649 0.317 2.710
C 0.238 0.112 0.687
C 0.167 1.578 0.553
C -1.299 2.229 0.669
C -2.272 1.763 -0.488
O -1.626 1.429 -1.710
H -0.191 -2.427 2.079
H 0.648 -2.059 3.518
H 2.645 0.483 2.205
H 1.319 1.382 3.065
H 2.110 -0.146 3.572
H -0.674 -0.409 0.385
H 0.912 -0.214 -0.163
H 0.931 1.794 -0.335
H 0.521 2.154 1.447
H -1.129 3.404 0.604
H -1.758 1.951 1.731
H -2.901 2.614 -0.832
H -2.763 0.775 -0.309
H -1.549 0.470 -1.854
O 0.328 -2.522 -0.147
H 0.825 -3.270 -0.251
H -0.162 -2.404 -1.099
O 2.633 -1.829 -1.462
H 2.414 -2.333 -0.760
H 2.677 -0.842 -1.544
O 0.053 -1.222 -2.221
H 0.028 -1.666 -3.084
H 0.945 -1.115 -2.009
O 0.570 2.525 -2.883
H -0.169 2.502 -2.260
H 0.214 2.242 -3.694
O -2.364 -1.149 -1.153
H -2.576 -0.983 -0.181
H -1.594 -1.717 -1.005
O -2.590 -1.409 2.469
H -2.022 -0.866 2.925
H -2.139 -2.139 2.265
O 2.389 0.819 -1.902
H 2.465 1.522 -1.363
H 2.065 0.771 -2.759